[1]
DFT (wB97M-V/def2-TZVPD) results for C43H40ClFGaN6O10Te as an isolated structure.

Computed properties:
Net charge = 0
LUMO energy (alpha / beta) = -0.094 / -1.428 eV
Multiplicity = 2
Calculated total energy = -5496.53475 a.u.
E_HOMO (alpha / beta) = -0.2810 / -0.3086 Ha

Last column: Mulliken spin population.
CARTESIAN COORDINATES (ANGSTROEM)
Ga  -1.4574  -0.1224  -0.3610  0.04
O  -3.2187  -3.7057  4.2421  0.00
C  -2.2752  -3.0603  4.8952  0.00
O  -1.9004  -3.3987  5.9888  0.00
C  -1.6472  -1.8875  4.2082  0.00
C  -0.7361  -1.0384  4.8084  0.00
Cl  -0.1444  -1.0872  6.3916  0.00
N  -0.3161  -0.1441  3.8772  0.00
N  -0.9184  -0.3780  2.6924  0.00
C  -1.7265  -1.4129  2.8776  0.00
C  -2.5337  -1.9541  1.7343  0.00
O  -3.3303  -2.8586  1.9423  0.00
O  -2.3105  -1.5089  0.5451  0.01
C  0.6372  0.9108  4.0055  0.00
C  1.4056  1.2368  2.8951  0.00
C  2.2914  2.2987  2.9484  0.00
C  2.4337  3.0271  4.1188  0.00
C  1.6812  2.6864  5.2304  0.00
C  0.7765  1.6385  5.1814  0.00
H  -3.3952  -3.3435  3.3325  0.00
H  1.2675  0.6939  1.9770  0.00
H  2.8576  2.5630  2.0654  0.00
H  3.1176  3.8634  4.1614  0.00
H  1.7817  3.2582  6.1422  0.00
H  0.1780  1.4078  6.0475  0.00
F  -4.5790  0.5882  4.5157  0.00
C  -3.8709  1.6942  4.2539  0.00
C  -3.5515  1.9957  2.9881  0.00
N  -2.7799  3.0877  2.6637  0.00
C  -2.3158  3.3596  1.2990  0.00
C  -1.9633  2.0923  0.5225  0.00
O  -2.8951  1.2931  0.2529  0.00
O  -0.7910  1.8480  0.1586  0.01
C  -2.3975  3.9989  3.6395  0.00
O  -1.7681  5.0043  3.3913  0.00
N  -2.7921  3.6696  4.9162  0.00
C  -3.4803  2.5380  5.3709  0.00
O  -3.6873  2.3587  6.5455  0.00
H  -3.8763  1.3647  2.1761  0.00
H  -1.4532  4.0140  1.3866  0.00
H  -3.1017  3.8722  0.7382  0.00
H  -2.5188  4.3307  5.6299  0.00
C  5.9146  3.5675  -4.9137  0.00
C  4.6679  2.7879  -4.5965  0.00
C  4.2256  1.7695  -5.4306  0.01
C  3.0855  1.0296  -5.1416  -0.04
C  2.6513  -0.0613  -6.0852  0.03
C  2.3757  1.3141  -3.9690  0.07
Te  0.5185  0.1603  -3.6167  0.54
N  -1.3863  -0.2844  -2.2003  0.33
C  -2.3564  -0.3832  -3.1348  0.04
O  -2.1677  -0.0763  -4.3205  0.00
C  -3.6731  -1.0194  -2.7862  0.00
C  -4.4196  -0.7041  -1.6582  0.01
C  -5.6298  -1.3419  -1.4268  0.00
C  -6.0999  -2.2928  -2.3177  0.00
C  -5.3726  -2.5868  -3.4630  0.00
C  -4.1638  -1.9544  -3.6961  0.00
C  1.7101  -1.3000  -2.6274  0.02
C  2.9074  -0.9457  -2.0104  -0.01
C  3.7268  -1.9064  -1.4419  -0.02
C  3.3733  -3.2459  -1.5197  0.02
C  2.1881  -3.6028  -2.1402  -0.01
C  1.3323  -2.6478  -2.6886  -0.02
C  0.0467  -3.0988  -3.3219  0.02
C  2.7847  2.3546  -3.1323  -0.07
C  2.0324  2.7186  -1.8763  -0.01
C  3.9335  3.0719  -3.4542  0.01
H  6.3230  3.2768  -5.8800  0.00
H  6.6768  3.3917  -4.1528  0.00
H  5.7002  4.6365  -4.9300  0.00
H  4.7828  1.5383  -6.3316  0.00
H  3.3267  -0.1235  -6.9369  0.00
H  1.6437  0.1325  -6.4560  -0.01
H  2.6403  -1.0281  -5.5769  -0.01
H  -4.0813  0.0646  -0.9795  0.00
H  -6.2070  -1.0939  -0.5456  0.00
H  -7.0408  -2.7939  -2.1321  0.00
H  -5.7551  -3.3081  -4.1734  0.00
H  -3.5893  -2.1686  -4.5870  0.00
H  3.2099  0.0921  -1.9781  -0.01
H  4.6489  -1.6095  -0.9574  0.00
H  4.0213  -4.0082  -1.1050  0.00
H  1.9236  -4.6506  -2.2252  0.00
H  0.1315  -4.1227  -3.6835  0.00
H  -0.2367  -2.4509  -4.1531  0.00
H  -0.7646  -3.0604  -2.5909  0.00
H  1.2283  2.0117  -1.6727  0.06
H  1.5927  3.7132  -1.9699  0.00
H  2.7104  2.7369  -1.0204  0.00
H  4.2626  3.8682  -2.7944  0.00
C  2.3741  -2.7772  2.2937  0.00
N  1.3043  -2.4210  1.3859  0.00
C  0.3464  -3.4729  1.0920  0.00
C  1.2444  -1.2307  0.8270  0.00
O  0.3674  -0.8510  0.0393  -0.05
H  1.9563  -3.0611  3.2607  0.00
H  3.0532  -1.9388  2.4326  0.00
H  2.9332  -3.6254  1.8954  0.00
H  0.8512  -4.3043  0.5994  0.00
H  -0.4322  -3.0867  0.4392  0.00
H  -0.1029  -3.8359  2.0180  0.00
H  2.0553  -0.5554  1.1228  0.00

=====

[2]
DFT (wB97M-V/def2-TZVPD) results for C20H53BMn2O11 as an isolated structure.

Computed properties:
ΔE to the lowest compared entry with this formula, charge and spin = 0.0 kcal per mole
Net charge = 0
LUMO energy (alpha / beta) = -0.255 / -0.705 eV
Multiplicity = 11
Calculated total energy = -3947.98800 a.u.
E_HOMO (alpha / beta) = -0.2597 / -0.2606 Ha

Last column: Mulliken spin population.
CARTESIAN COORDINATES (ANGSTROEM)
Mn  19.6001  6.0052  -2.2459  4.73
Mn  20.0690  2.7533  -2.2336  4.92
C  16.3209  3.6582  -3.8904  0.00
C  17.1442  3.8838  -2.5901  0.02
O  18.4596  4.2103  -2.9890  0.01
H  16.0604  4.5810  -4.4087  0.00
H  15.4057  3.1343  -3.6145  0.00
H  16.9078  3.1124  -4.6293  -0.01
H  17.0626  2.9750  -1.9937  -0.01
H  16.7680  4.6946  -1.9664  -0.01
O  21.2474  4.5223  -2.0625  0.09
C  22.4539  5.2748  -2.1316  0.03
C  22.3665  6.7660  -1.5499  0.00
O  21.1292  7.4784  -1.7187  0.06
H  22.8050  5.5191  -3.1342  0.00
H  23.2120  4.6417  -1.6706  0.00
H  23.0755  7.5108  -1.9112  0.00
H  22.4862  6.6161  -0.4769  0.00
B  19.5747  1.8039  -0.3988  -0.06
H  19.3395  1.3066  -1.3271  0.03
H  19.1020  2.7666  -0.5169  0.05
H  19.0789  1.3412  0.4404  0.00
H  20.6490  1.8428  -0.3067  0.03
C  20.2386  7.9015  -4.7443  0.02
O  20.0801  6.5356  -4.3496  -0.01
C  20.2459  5.5954  -5.3892  0.03
C  18.9914  5.2593  -6.1130  -0.02
O  18.5899  6.2960  -6.9831  0.00
C  17.3253  6.1692  -7.6361  0.00
H  20.0350  8.6926  -4.0226  0.00
H  19.5669  8.2078  -5.5462  0.00
H  21.2902  8.0213  -5.0050  0.00
H  20.5657  4.6407  -4.9716  0.00
H  21.0961  5.7357  -6.0567  0.00
H  18.2113  5.0513  -5.3808  0.01
H  19.1506  4.4123  -6.7804  0.00
H  16.5517  6.4340  -6.9153  0.00
H  17.1527  5.1710  -8.0384  0.00
H  17.3452  6.8743  -8.4671  0.00
C  19.3848  5.7109  0.8457  0.02
O  18.7807  6.1912  -0.3671  0.02
C  18.0363  7.3841  -0.2382  0.00
C  17.1238  7.6001  -1.4885  0.02
O  17.8487  7.2970  -2.6787  0.02
C  17.1371  7.9389  -3.7572  0.01
H  18.7993  4.8954  1.2703  0.00
H  19.5805  6.4302  1.6409  0.00
H  20.3613  5.2528  0.6888  -0.01
H  18.6909  8.1921  0.0883  -0.01
H  17.3131  7.1555  0.5446  0.00
H  16.9492  8.6562  -1.2830  0.00
H  16.2912  6.9183  -1.3157  -0.01
H  17.5001  7.5587  -4.7121  0.00
H  17.3568  9.0012  -3.6506  0.00
H  16.0707  7.7402  -3.6512  0.00
C  15.8133  0.7562  0.1437  0.00
O  14.5872  0.5971  -0.5161  0.00
C  14.8118  -0.3629  -1.5551  0.00
C  13.6553  -0.2013  -2.5818  0.00
O  13.7791  -1.1573  -3.6563  0.00
C  12.7462  -0.9581  -4.6417  0.00
H  16.5802  1.1906  -0.4976  0.01
H  16.1976  -0.1902  0.5241  0.00
H  15.6404  1.5483  0.8723  0.00
H  14.9184  -1.3358  -1.0753  0.00
H  15.7291  -0.1118  -2.0876  0.00
H  13.8704  0.7005  -3.1550  0.00
H  12.6719  -0.1057  -2.1216  0.00
H  11.7620  -0.8234  -4.1929  0.00
H  12.8720  -1.7151  -5.4157  0.00
H  12.9482  -0.0275  -5.1721  0.00
C  10.3634  2.2995  -2.7769  0.00
O  10.7596  3.6691  -2.7116  0.00
C  10.9348  4.2899  -4.0044  0.00
C  12.2987  4.0527  -4.6200  0.00
O  12.2698  5.0401  -5.6561  0.00
C  13.4338  5.1192  -6.5080  0.00
H  10.8042  1.6775  -3.5560  0.00
H  9.2765  2.2192  -2.7955  0.00
H  10.7394  1.7965  -1.8861  0.00
H  10.8104  5.3072  -3.6334  0.00
H  10.2333  4.1149  -4.8201  0.00
H  12.4307  3.0052  -4.8912  0.00
H  12.9705  4.2603  -3.7871  0.00
H  13.2717  5.9884  -7.1455  0.00
H  13.4983  4.3281  -7.2550  0.00
H  14.4113  5.2749  -6.0516  0.00